ORCA calculation (ωB97M-V/def2-TZVPD) on a molecular structure, C4H15N5O4PS at a distorted geometry.

HOMO level (alpha / beta)	-0.4619 / -0.4716	Eh
ΔE to the lowest compared entry with this formula, charge and spin	88.1	kcal/mol
calculated total energy	-1475.26813	Eh
total charge	+1
LUMO level (alpha / beta)	-3.910 / -4.147	eV

```
30
Properties=species:S:1:pos:R:3:nbo_charge:R:1
C 0.225 -0.947 1.395 -0.304
C 0.622 1.251 0.451 -0.276
C 1.759 -1.165 1.378 -0.096
C 2.138 0.923 0.403 -0.091
N -1.833 1.150 2.114 -1.209
N -2.213 1.668 -0.389 -1.194
N -0.706 -1.895 -2.974 -1.063
N 0.010 -0.513 -0.968 -0.722
N -0.166 0.007 0.335 -0.313
O -2.973 -1.652 1.100 -0.532
O -1.076 -2.803 -0.701 -0.873
O -2.346 -0.742 -1.466 -0.930
O 2.358 -0.463 0.312 -0.517
P -2.006 0.400 0.645 1.792
S -1.209 -1.614 -1.450 2.435
H -0.330 -1.873 1.217 0.287
H -0.100 -0.529 2.348 0.240
H 0.352 1.725 1.395 0.245
H 0.338 1.901 -0.377 0.254
H 2.200 -0.840 2.330 0.195
H 2.007 -2.215 1.220 0.226
H 2.606 1.351 -0.485 0.221
H 2.637 1.327 1.294 0.196
H -2.192 0.575 2.870 0.439
H -2.195 2.094 2.186 0.419
H -2.870 2.373 -0.066 0.426
H -2.440 1.365 -1.332 0.446
H -0.510 -2.863 -3.172 0.434
H -1.203 -1.433 -3.716 0.431
H 0.954 -0.900 -1.047 0.432
```